# 1
This record from the OMol25 dataset describes C36H30F4GeMgN7OP as an isolated structure. The level of theory is ωB97M-V/def2-TZVPD.

Geometry as XYZ:
```
81
Properties=species:S:1:pos:R:3:forces:R:3:mulliken_charge:R:1
P -1.041 0.951 2.754 0.1 -0.1 -0.1 0.71
C -3.461 -4.222 0.115 0.1 0.0 0.0 -1.03
C -0.263 4.146 -3.210 0.0 0.0 0.0 -0.13
N 7.765 -5.954 4.145 0.1 -0.1 0.0 -0.35
C 4.461 -6.272 3.523 0.0 0.3 0.0 -0.17
C 2.750 0.295 1.065 0.3 -0.4 -0.1 0.12
C 1.465 -1.192 -3.434 0.1 -0.2 -0.1 0.49
C 4.379 -1.290 2.007 0.1 -0.4 0.2 0.46
C -0.260 4.578 -0.843 0.0 0.0 0.1 -0.12
H -1.098 3.356 2.491 0.0 0.0 0.0 0.29
C 5.084 -3.960 2.956 -0.1 0.4 -0.2 0.11
H 0.405 2.823 3.256 0.0 0.0 0.0 0.37
N -3.748 -1.516 -0.596 0.1 -0.1 0.0 -0.20
C 6.739 -5.587 3.787 -0.2 0.1 0.0 -0.23
H -1.095 2.893 4.201 0.0 0.0 0.0 0.47
C 0.390 5.348 -3.428 0.0 0.0 0.0 -0.71
C 0.723 6.164 -2.353 0.0 0.0 0.0 -0.51
C -4.326 1.704 -1.414 -0.1 0.1 0.0 -0.96
H -1.793 -0.802 -2.646 0.0 0.0 0.0 0.66
F 6.657 -0.712 2.309 0.0 0.0 0.0 -0.28
C 2.354 -2.164 -4.018 -0.1 0.1 0.0 -0.32
H -3.056 -5.168 0.462 0.0 0.0 0.0 0.34
H -3.190 1.224 3.849 0.0 0.0 0.0 0.47
H 0.639 5.653 -4.435 0.0 0.0 0.0 0.43
C 3.416 -2.359 2.136 0.0 0.3 -0.1 0.30
Mg -0.299 0.219 0.375 -0.3 0.3 -0.2 0.74
H -1.588 1.902 -0.051 0.1 0.0 0.1 -0.85
C -2.848 0.827 2.892 -0.1 0.0 0.1 -1.17
C -0.596 3.750 -1.913 0.1 0.3 0.0 -0.01
N 1.745 0.572 0.580 -0.1 -0.2 0.4 -0.30
C -3.462 1.480 -3.647 0.0 0.0 0.0 -0.10
H -0.508 3.525 -4.064 0.0 0.0 0.0 0.35
C 5.412 -5.201 3.395 0.1 -0.3 0.1 1.35
H -4.907 1.032 -5.164 0.0 0.0 0.0 0.43
F 7.304 -3.124 3.144 0.0 0.0 0.0 -0.26
C 3.725 -3.587 2.571 0.2 -0.2 0.1 0.05
H -1.547 -3.442 0.683 0.0 0.0 0.0 0.26
C -0.736 -0.572 -2.717 0.0 0.0 0.1 0.01
C -0.673 2.666 3.221 0.0 0.0 0.0 -1.29
H -4.187 1.927 -0.361 0.0 0.0 0.0 0.15
N -2.436 -3.199 0.278 0.0 0.0 0.0 -0.17
H -3.327 1.390 2.090 0.0 0.0 0.0 0.17
C 4.938 1.083 1.460 0.0 -0.1 0.1 -0.42
C 0.400 5.780 -1.061 0.0 0.0 0.0 -0.66
H -6.810 0.976 -3.593 0.0 0.0 0.0 0.44
H -0.899 0.289 5.081 0.0 0.0 0.0 0.46
C 1.109 0.932 -2.388 0.1 0.0 0.1 -0.06
H -3.842 -0.555 -0.898 0.0 0.0 0.0 -0.05
N 5.533 2.060 1.368 0.1 0.1 0.0 -0.40
N 3.051 -2.953 -4.476 0.1 -0.1 0.0 -0.42
H 1.233 7.102 -2.526 0.0 0.0 0.0 0.40
C 1.970 0.023 -2.984 -0.1 0.0 0.1 -0.88
Ge -1.479 2.081 -1.619 0.2 -0.1 0.0 1.57
H -3.731 -4.337 -0.935 0.0 0.0 0.0 0.32
C 0.107 -1.487 -3.319 0.0 0.0 0.0 -0.96
C 6.055 -2.875 2.829 0.0 -0.2 0.0 0.33
C -2.588 -1.922 -0.066 -0.1 0.1 -0.1 0.22
H -0.517 4.299 0.174 0.0 0.0 0.0 0.32
H -6.445 1.430 -1.190 0.0 0.0 0.0 0.46
H -0.625 -1.090 3.997 0.0 0.0 0.0 0.35
C 4.054 -0.044 1.553 -0.3 0.6 -0.2 0.97
H 0.654 0.103 4.257 0.0 0.0 0.0 0.38
O -1.651 -1.088 0.103 0.1 -0.2 0.2 0.24
C -5.813 1.182 -3.226 0.0 0.0 0.0 -0.64
F 2.770 -4.489 2.657 0.0 0.0 0.0 -0.29
H -2.644 1.492 -4.358 0.0 0.0 0.0 0.42
H -0.271 -2.422 -3.710 0.0 0.0 0.0 0.57
H 3.019 0.251 -3.113 0.0 0.0 0.0 0.60
C -3.240 1.728 -2.292 -0.3 -0.1 0.0 0.74
C -0.423 -0.031 4.153 0.0 0.0 0.1 -1.28
H -4.346 -3.991 0.708 0.0 0.0 0.0 0.32
C 5.725 -1.644 2.400 -0.1 0.1 0.0 -0.22
N 3.703 -7.125 3.642 0.0 -0.1 0.0 -0.41
H 0.654 6.418 -0.226 0.0 0.0 0.0 0.43
H -4.509 -2.150 -0.767 0.0 0.0 0.0 0.22
C -0.249 0.642 -2.210 0.0 0.0 -0.3 -0.39
C -4.743 1.213 -4.110 0.0 0.0 0.0 -0.66
F 2.141 -2.080 1.818 0.0 -0.1 0.0 -0.22
H -3.156 -0.216 2.813 0.0 0.0 0.0 0.31
C -5.608 1.430 -1.876 0.1 0.0 0.0 -0.24
H 1.506 1.886 -2.056 0.0 0.0 0.0 0.58
```
Positions in Å, forces in eV/Å.

Output
E_LUMO (eV): -7.98
E_HOMO (eV): -14.02
Energy (eV): -132401.9695
Gap between HOMO and LUMO (eV): 6.041
Energy relative to the best compared isomer or geometry (same formula, charge and spin) (eV): 0.842
Total charge: +2

# 2
This record from the OMol25 dataset describes a 6-piece molecular cluster, C36H30F6 overall in a non-equilibrium geometry. The level of theory is ωB97M-V/def2-TZVPD.

Geometry as XYZ:
```
72
Properties=species:S:1:pos:R:3:forces:R:3:mulliken_charge:R:1
H -15.503 21.893 21.477 -0.3 -0.1 0.3 0.43
C -17.295 20.556 16.341 0.1 0.2 -0.3 0.00
H -19.860 27.563 15.963 0.1 0.0 0.1 0.42
H -17.485 18.541 15.652 0.1 0.1 -0.2 0.40
H -17.966 22.237 21.167 -0.1 0.1 -0.1 0.38
C -19.083 26.316 14.396 0.1 0.3 -0.3 -0.22
H -22.697 21.163 19.528 0.1 -0.1 0.0 0.35
C -15.025 23.879 20.934 0.0 -0.4 0.2 -0.50
H -10.836 14.017 17.479 0.0 0.1 -0.1 0.42
H -8.400 20.169 21.773 0.1 0.0 0.1 0.36
C -21.500 20.614 16.432 0.3 0.0 -0.1 0.47
F -20.252 25.699 17.747 0.0 0.0 -0.1 -0.33
H -14.501 19.194 18.629 0.0 0.2 0.2 0.44
C -17.723 24.251 20.419 -0.3 -0.8 0.4 -0.26
H -20.527 21.195 18.213 -0.1 0.0 0.2 0.58
C -21.480 20.924 17.776 0.2 0.1 0.0 -0.25
C -11.402 18.726 21.383 0.0 -0.3 0.0 0.40
C -11.370 17.771 22.378 -0.1 -0.3 -0.1 -0.40
H -15.176 15.252 19.472 -0.1 0.3 -0.3 0.40
C -19.594 26.561 15.650 -0.2 0.2 0.5 -0.64
C -15.926 22.850 21.201 0.3 0.4 -0.5 -0.46
C -12.016 15.630 18.316 0.2 0.5 -0.5 -0.39
C -15.950 18.732 17.136 0.2 0.0 0.1 -0.39
H -18.002 20.969 15.638 -0.2 0.0 0.2 0.27
C -15.689 20.927 18.102 0.7 -0.4 0.2 -0.49
C -23.826 20.192 16.495 0.0 0.3 0.2 -0.35
C -22.647 20.272 15.765 -0.9 -0.5 -0.1 -0.65
C -10.257 17.714 23.194 0.3 -0.2 -0.1 -0.33
C -12.818 13.423 17.962 0.2 -0.1 0.1 0.34
C -16.839 25.279 20.178 -0.4 0.2 -0.4 -0.60
C -11.793 14.342 17.864 0.2 -0.3 0.1 -0.42
H -24.767 20.442 18.406 0.0 0.1 0.0 0.37
H -13.482 16.985 19.173 0.4 0.1 0.0 0.44
H -17.191 26.195 19.723 0.2 0.1 0.1 0.46
C -9.220 19.489 21.963 -0.2 0.2 -0.1 -0.32
H -18.434 24.922 12.963 0.2 -0.4 0.1 0.39
F -12.603 12.162 17.525 0.0 0.1 0.0 -0.32
F -12.491 18.795 20.586 -0.1 0.1 0.0 -0.18
C -19.803 25.484 16.488 -0.1 -0.1 -0.1 0.34
H -18.910 27.154 13.733 0.0 0.0 0.0 0.36
C -16.944 19.218 16.301 -0.1 -0.2 0.2 -0.60
H -18.846 22.940 14.527 0.1 0.1 -0.1 0.35
H -19.766 23.387 16.785 0.0 -0.1 -0.1 0.36
C -14.256 15.043 18.941 0.4 -0.6 0.6 -0.61
C -19.037 23.964 14.825 -0.1 -0.3 -0.1 -0.17
H -10.183 16.929 23.935 -0.1 0.1 0.1 0.35
C -23.842 20.510 17.847 -0.3 -0.3 -0.1 -0.53
C -18.788 25.031 13.980 -0.1 0.2 -0.4 -0.80
H -8.316 18.461 23.635 0.0 0.2 -0.1 0.37
C -13.233 15.981 18.857 -1.1 0.2 0.0 -0.25
C -9.184 18.573 22.998 0.1 -0.3 0.0 -0.58
H -13.967 23.710 21.084 0.0 0.2 0.0 0.44
H -15.647 17.693 17.096 -0.1 0.0 0.0 0.39
F -14.634 26.067 20.173 0.0 -0.1 0.1 -0.33
H -22.698 20.003 14.720 0.5 0.1 -0.1 0.40
H -18.781 24.327 20.201 0.0 0.3 -0.1 0.40
H -11.275 16.401 18.143 0.2 -0.1 0.3 0.38
C -15.307 19.588 18.024 -0.3 0.0 -0.4 -0.29
C -16.661 21.388 17.243 -0.3 -0.1 0.3 -0.07
C -10.346 19.574 21.147 0.0 0.6 0.3 -0.49
C -19.577 24.185 16.079 0.2 0.2 0.6 -0.06
H -14.814 12.989 18.591 0.1 -0.1 0.0 0.41
C -17.278 23.045 20.953 0.2 -0.3 0.1 -0.53
H -12.145 17.021 22.466 -0.2 0.2 0.0 0.41
C -22.672 20.874 18.486 0.2 0.3 0.0 -0.53
F -17.077 22.668 17.351 0.2 0.0 -0.2 -0.18
H -10.452 20.375 20.426 0.1 -0.2 -0.2 0.40
C -14.034 13.737 18.520 -0.5 0.1 -0.2 -0.40
C -15.507 25.070 20.446 0.4 0.3 -0.1 0.55
F -20.332 20.636 15.748 -0.1 0.1 0.0 -0.24
H -15.187 21.572 18.811 -0.2 0.2 -0.1 0.56
H -24.745 19.915 15.996 0.0 0.0 0.0 0.36
```
Positions in Å, forces in eV/Å.

Output
E_LUMO (eV): 0.66
E_HOMO (eV): -9.15
Energy (eV): -54123.0144
Gap between HOMO and LUMO (eV): 9.811
Energy relative to the best compared isomer or geometry (same formula, charge and spin) (eV): 0.496
SMILES string: Fc1ccccc1.Fc1ccccc1.Fc1ccccc1.Fc1ccccc1.Fc1ccccc1.Fc1ccccc1

# 3
This record from the OMol25 dataset describes C36H31BBrN7O2W as an isolated structure. The level of theory is ωB97M-V/def2-TZVPD.

Geometry as XYZ:
```
79
Properties=species:S:1:pos:R:3:forces:R:3:mulliken_charge:R:1
C -3.986 0.227 -2.062 0.0 0.0 -0.1 -0.92
H -0.175 -4.696 -0.298 0.0 0.0 0.0 0.55
C 2.943 0.093 -0.877 0.0 0.1 0.0 0.36
H -0.214 -6.566 1.339 0.0 0.0 0.0 0.44
H 4.137 1.322 -2.176 0.0 0.0 0.0 0.49
H 2.522 -3.267 -1.211 0.0 0.0 0.0 0.53
H 2.068 0.492 -7.189 0.0 0.0 0.0 0.43
H -0.181 0.907 6.304 0.0 0.0 0.0 0.39
C 1.622 0.429 -6.203 0.0 -0.2 0.0 -0.18
C 2.873 -2.267 -1.429 0.0 0.1 -0.1 -0.37
N 1.033 2.125 1.355 -0.1 -0.2 0.0 0.30
H 1.425 4.917 1.746 0.0 0.0 0.0 0.28
H -4.436 2.789 0.116 0.0 0.0 0.0 0.57
H -0.279 -3.759 4.564 0.0 0.0 0.0 0.42
H 1.918 -1.411 0.281 0.1 0.0 0.1 0.74
N 1.261 1.045 0.556 -0.2 -0.1 0.2 0.89
C -2.562 2.963 1.282 0.0 0.1 0.1 1.04
H -3.665 4.650 1.939 0.0 0.0 0.0 0.40
C 3.028 2.372 0.415 0.1 0.1 0.1 -1.58
C -2.898 1.200 -0.020 0.0 -0.1 0.0 0.41
C -0.227 -1.010 4.359 0.0 0.0 0.1 -1.50
C -0.258 -3.949 3.499 0.0 -0.1 0.1 -1.18
H -4.760 -0.755 -3.797 0.0 0.0 0.0 0.45
C -2.928 -2.280 -1.402 0.0 0.0 -0.1 -0.26
C -2.665 4.238 2.047 -0.1 0.0 -0.1 -1.42
H -2.537 -3.251 -1.126 0.0 0.0 0.0 0.51
H 0.626 -1.879 -4.151 0.0 0.0 0.0 0.65
C 2.470 1.178 -0.011 0.0 -0.1 -0.1 0.20
H 2.061 4.031 3.134 0.0 0.0 0.0 0.29
C -0.220 -5.541 1.684 0.0 0.0 0.0 -0.93
C 0.014 0.036 -2.418 0.0 0.3 0.2 1.14
H -2.467 4.086 3.108 0.0 0.0 0.0 0.29
C -3.663 -2.122 -2.563 0.0 0.0 0.0 -0.69
H 4.001 2.767 0.175 0.0 0.0 0.0 0.58
H 3.163 4.662 1.908 0.0 0.0 0.0 0.40
C -0.198 1.400 5.336 0.0 -0.1 0.0 -1.46
C 3.791 0.319 -1.957 0.0 0.0 0.0 -0.84
C -0.240 -2.889 2.597 0.0 0.1 0.1 1.21
N -0.227 0.696 2.954 0.0 0.0 -0.1 0.45
H -0.218 -1.577 5.274 0.0 0.0 0.0 0.56
C 1.346 1.601 -5.495 0.0 0.0 0.0 -0.17
N -0.245 -0.452 2.204 0.0 -0.1 -0.1 0.82
H -1.953 4.975 1.673 0.0 0.0 0.0 0.27
B -0.222 2.095 2.272 0.0 0.1 0.1 -0.93
C -0.201 -4.499 0.766 0.0 0.0 0.2 -1.22
C 2.099 2.938 1.286 0.0 0.1 0.1 1.05
H 0.682 2.039 5.260 0.0 0.0 0.0 0.30
C 2.188 4.207 2.066 0.1 0.0 -0.1 -1.43
C -3.471 2.392 0.384 0.0 0.1 0.1 -1.54
N -1.500 2.148 1.387 0.1 -0.1 -0.1 0.23
H 0.559 2.392 -3.656 0.0 0.0 0.0 0.63
C 2.494 -1.201 -0.627 0.0 -0.2 0.2 0.26
C 0.782 1.512 -4.243 0.0 0.0 0.0 -0.42
C -0.211 -3.204 1.249 0.0 0.0 -0.2 0.93
C -0.243 -1.494 3.061 0.0 -0.2 -0.1 0.47
Br 1.752 3.260 -6.259 0.0 0.1 0.0 -0.10
H -4.386 1.195 -2.336 0.0 0.0 0.0 0.51
C 4.177 -0.743 -2.760 0.0 0.0 0.0 -0.71
H -3.850 -2.969 -3.210 0.0 0.0 0.0 0.47
H -2.335 -1.369 0.435 -0.1 0.0 0.1 0.95
C 0.824 -0.884 -4.531 0.1 -0.1 -0.2 -0.44
O -0.101 -1.118 -1.856 0.1 0.0 0.3 -0.70
N -1.712 1.076 0.590 0.2 0.0 0.1 0.93
N 1.366 -0.794 -5.739 0.0 0.2 0.1 -0.58
H 4.835 -0.566 -3.601 0.0 0.0 0.0 0.48
H -0.263 -6.071 3.759 0.0 0.0 0.0 0.43
O -0.266 1.001 -1.627 0.1 -0.1 -0.2 -0.93
W -0.265 -0.269 0.062 -0.2 0.5 -0.6 -1.15
C -3.250 0.079 -0.897 0.0 0.1 0.0 0.39
C -0.249 -5.259 3.044 0.0 0.0 0.0 -0.76
H -0.209 -2.418 0.484 0.1 0.1 -0.2 0.58
C -2.716 -1.179 -0.579 -0.1 -0.2 0.2 -0.15
C 0.521 0.232 -3.758 -0.1 -0.3 0.0 0.08
C -0.218 0.372 4.256 0.0 0.2 0.0 0.51
C -4.188 -0.873 -2.886 0.0 0.0 0.0 -0.67
H -1.082 2.037 5.293 0.0 0.0 0.0 0.30
H -0.203 2.976 3.072 0.0 -0.1 -0.1 -0.05
C 3.722 -2.033 -2.499 0.0 0.0 0.0 -0.71
H 4.040 -2.855 -3.126 0.0 0.0 0.0 0.45
```
Positions in Å, forces in eV/Å.

Output
E_LUMO (alpha / beta) (eV): -6.86 / -6.92
E_HOMO (alpha / beta) (eV): -13.98 / -14.04
Energy (eV): -124895.2485
Gap between HOMO and LUMO (alpha / beta) (eV): 7.118 / 7.113
2S+1: 3
Total charge: +2

# 4
This record from the OMol25 dataset describes C36H31BrIN7O4SYb as an isolated structure in a non-equilibrium geometry. The level of theory is ωB97M-V/def2-TZVPD.

Geometry as XYZ:
```
82
Properties=species:S:1:pos:R:3:forces:R:3:mulliken_charge:R:1
H 1.042 2.579 -4.221 -0.1 0.2 0.3 0.50
N -2.017 -4.046 -1.269 1.0 0.0 0.3 -0.12
C -3.404 1.794 -3.991 -0.3 0.0 -0.7 -0.37
O 1.081 0.873 -1.485 0.1 -0.3 -0.5 -0.38
C 4.734 4.591 -0.414 -1.6 0.8 -0.4 -0.97
H 4.280 2.567 -0.089 -0.1 0.1 0.8 0.28
H -5.481 -4.961 -2.555 0.8 -0.1 1.1 0.39
C 2.912 2.759 2.326 0.2 -2.2 -0.4 -0.76
C -4.191 1.738 -5.149 -0.3 -0.8 0.4 -0.60
C -2.527 -3.661 -2.404 -0.7 -0.1 -0.5 -0.22
N 0.307 -1.723 0.262 -0.8 -0.4 -0.5 1.10
C -5.095 0.664 -5.320 1.1 1.2 -0.5 0.13
N 2.683 0.893 -3.075 -1.4 0.4 0.5 -0.25
H -4.230 -1.252 -2.631 -0.3 1.2 -1.0 0.12
H 3.290 2.794 3.328 -0.1 0.3 0.8 0.54
C 0.864 1.733 3.920 0.7 0.2 -0.2 -0.90
C 3.444 -1.045 4.489 0.9 0.0 0.0 -0.64
C 0.925 2.598 -3.130 -0.2 -0.5 -0.7 -0.84
H -4.646 -5.677 -0.106 -0.2 0.1 -0.3 0.41
N -3.121 2.313 5.343 0.1 0.2 0.6 -0.52
C -2.423 0.619 -1.956 -1.7 1.8 -1.6 0.78
C 1.552 1.368 -2.531 0.3 0.5 0.7 0.39
C -4.497 -4.727 -2.071 -0.4 0.2 -0.6 -0.25
C 1.557 -1.917 3.335 1.2 -1.4 0.3 -0.77
C -3.440 0.744 -3.097 -0.2 -1.8 0.7 0.15
H -4.008 2.466 -5.935 -0.4 -0.1 0.1 0.40
H -1.447 -2.514 0.839 -1.1 0.0 0.6 0.60
H 3.237 1.722 1.983 -0.6 1.3 0.1 0.43
O -2.030 1.671 -1.372 0.7 0.8 0.6 -0.74
H -1.940 -3.004 -3.029 0.1 0.1 -0.1 0.53
C 1.606 0.390 3.933 -0.3 1.3 -0.9 0.38
C 1.319 -4.308 0.216 0.3 -0.9 -0.1 -0.30
C -5.162 -0.382 -4.411 0.3 0.2 -0.2 -0.53
H 2.690 5.503 2.672 -0.5 -0.1 0.2 0.41
C -4.052 -5.088 -0.799 -0.6 -1.0 0.3 -0.68
H 1.258 2.421 4.687 -0.4 -0.3 0.0 0.64
C 3.146 5.211 1.742 0.2 -1.9 1.9 -0.44
I 1.877 4.332 -2.369 0.0 0.0 0.0 0.19
H -5.727 -1.269 -4.575 -0.7 -0.3 -0.3 0.48
C 0.029 -4.082 0.630 -0.5 0.9 0.1 0.54
H 1.690 -5.335 0.272 0.1 0.4 -0.1 0.53
C -2.740 -4.818 -0.458 -0.2 0.4 -0.5 0.87
H 3.081 0.093 -2.647 0.5 -0.6 0.2 0.23
H 3.451 1.033 4.898 -0.2 0.1 0.1 0.42
C 2.058 -3.278 -0.323 0.6 1.1 0.6 -1.01
C -2.634 0.389 2.585 0.2 -0.3 -0.1 0.73
N -3.452 0.847 3.406 -0.3 -0.8 -0.7 -0.70
C 4.118 3.562 0.342 1.9 0.1 -1.4 0.16
O -1.954 -0.470 -1.628 0.9 -2.1 0.8 -0.52
C 2.811 -2.128 3.930 -1.2 0.6 0.1 -0.92
C -2.056 -5.410 0.701 -0.9 -0.1 0.2 -0.83
Yb -0.610 0.521 0.039 -0.5 -0.1 -0.4 1.49
C 3.580 6.197 0.949 -0.2 2.8 -1.9 -0.56
H 3.274 7.272 1.091 0.4 -1.4 0.2 0.33
S 1.115 2.806 2.384 -0.9 -1.7 0.4 0.17
C -3.251 1.576 4.469 0.3 0.5 -0.1 0.51
H -0.129 2.651 -2.849 0.2 -0.1 0.0 0.06
H 5.292 4.344 -1.324 -0.1 0.0 0.5 0.33
C -4.322 -0.367 -3.336 1.9 0.2 2.0 -0.13
H 4.416 -1.198 4.948 -0.1 0.1 0.0 0.39
C -0.830 -5.154 1.116 0.2 0.1 -0.3 -1.03
C 0.995 -0.681 3.289 -1.3 0.4 0.3 0.52
H -0.409 -5.809 1.847 0.2 -0.2 0.6 0.49
H -0.028 -0.620 2.871 0.7 0.3 0.4 0.37
H 3.232 -3.093 4.091 0.1 -0.6 -0.3 0.47
C -0.455 -2.773 0.600 1.2 0.2 0.0 -0.73
H -2.577 -6.167 1.263 -0.3 -0.3 -0.2 0.39
H 0.986 -2.751 2.977 0.0 -0.3 -0.3 0.63
H -2.723 2.630 -3.879 0.0 -0.1 0.2 0.43
H 3.140 1.345 -3.834 0.2 0.2 -0.5 0.21
Br -6.028 0.610 -6.965 -0.1 -0.1 0.2 -0.16
H 3.105 -3.432 -0.644 -0.9 0.2 0.0 0.37
H 4.616 6.682 -0.877 0.3 0.6 -0.3 0.46
C 4.322 5.920 -0.198 0.9 -1.9 0.5 -0.37
O 0.588 1.916 1.221 0.5 0.5 0.5 -0.58
C 1.506 -1.989 -0.233 0.9 -1.3 -0.5 -0.24
C 3.445 3.838 1.498 -0.4 1.7 -1.1 0.30
N -3.721 -4.022 -2.881 0.1 0.4 -0.2 -0.56
C 2.886 0.218 4.464 -0.5 0.3 0.1 -0.53
H 1.996 -1.150 -0.657 0.7 0.6 -0.1 0.30
N -1.941 -0.120 1.760 -0.1 0.6 -0.1 -0.55
H -0.235 1.627 4.001 0.6 0.1 0.0 0.12
```
Positions in Å, forces in eV/Å.

Output
E_LUMO (alpha / beta) (eV): -2.92 / -3.00
E_HOMO (alpha / beta) (eV): -10.91 / -10.91
Energy (eV): -176961.5672
Gap between HOMO and LUMO (alpha / beta) (eV): 7.989 / 7.910
2S+1: 2
Total charge: +1

Q: Look up the energy of the first one.
A: -132401.9695 eV

Q: Among the records above, which one has the lowest energy?
A: C36H31BrIN7O4SYb